{
  "formula": "C9H14",
  "method": "wB97M-V/def2-TZVPD",
  "elements": ["C", "C", "C", "C", "C", "C", "C", "H", "H", "H", "H", "H", "H", "H", "H", "C", "C", "H", "H", "H", "H", "H", "H"],
  "coordinates": [[0.9567, -1.1934, 1.8348], [0.0828, -1.3599, 0.6272], [0.6066, -1.9879, -0.5033], [-0.1068, -2.0623, -1.6802], [-1.3937, -1.5230, -1.7392], [-1.9519, -0.9598, -0.6078], [-1.2346, -0.9226, 0.5801], [1.6699, -2.0196, 1.9124], [0.4565, -1.0660, 2.7982], [1.5831, -0.3055, 1.6999], [1.6465, -2.3019, -0.4666], [0.2715, -2.5123, -2.5856], [-1.9371, -1.6295, -2.6656], [-2.9960, -0.6401, -0.6517], [-1.6437, -0.4524, 1.4705], [-0.2864, 2.4741, 0.0586], [1.2459, 2.7653, -0.0340], [-0.4218, 1.3948, 0.0410], [-0.6690, 2.8097, 1.0152], [-0.7072, 2.8952, -0.8478], [1.4687, 3.1624, -1.0208], [1.5186, 3.5726, 0.6460], [1.8413, 1.8621, 0.1187]],
  "forces_ev_per_angstrom": [[0.619, 0.187, 0.092], [-0.312, -0.530, -0.001], [0.658, 0.445, 0.004], [-0.706, 0.300, -0.160], [0.463, -0.467, 0.049], [-0.738, -0.345, -0.046], [0.244, 0.508, 0.208], [-0.203, -0.023, 0.089], [-0.240, -0.142, -0.279], [-0.063, 0.079, 0.025], [-0.131, -0.229, -0.048], [0.355, -0.123, 0.090], [-0.222, 0.206, -0.015], [0.381, 0.131, 0.148], [-0.154, -0.107, -0.125], [1.673, -0.591, -0.188], [-0.660, 0.216, -0.060], [-0.214, 0.063, -0.193], [-0.456, 0.406, -0.196], [-0.786, 0.189, 0.398], [0.180, -0.182, -0.183], [0.238, -0.275, 0.211], [0.075, 0.284, 0.182]],
  "de_lowest_kcal_mol": 8.7,
  "total_energy_ha": -351.31631,
  "homo_energy_ev": -9.1
}